C36H33ClN8O4PtS2 as an isolated structure in a non-equilibrium geometry, computed with the ωB97M-V functional and the def2-TZVPD basis.

- Molecular weight: 936.38 g mol⁻¹
- LUMO level: -0.714 eV
- Largest force on an atom: 2.6 eV Å⁻¹

Structure (ORCA input):
```
! RIJCOSX wB97M-V def2-TZVPD def2/J DEFGRID3
* xyz 0 1
Pt -0.029 0.237 -2.545
Cl -4.497 -2.539 -0.149
S 1.240 1.714 -0.134
S -0.692 1.760 -0.670
O -4.798 -4.091 -2.673
O -3.844 -3.562 -4.599
O -2.016 -1.924 -5.402
O -0.503 -0.635 -4.395
N 1.646 0.782 -3.361
N -2.395 2.654 2.527
N -2.653 -0.832 -1.070
N -1.884 -0.593 -2.166
N 2.330 3.731 1.198
N 1.584 -1.330 -1.647
N 0.824 4.317 -0.550
N -1.144 -0.108 2.804
C -1.555 -1.342 -4.420
C 3.532 5.340 2.541
C 4.833 -1.419 0.667
C -2.279 -1.437 -3.107
C 0.556 -4.740 -2.327
C -4.743 0.952 4.905
C 0.410 -3.809 0.807
C 1.478 3.464 0.219
C 2.752 -0.030 -3.213
C -0.149 -3.576 -1.625
C 2.334 -1.783 0.658
C 2.102 -2.478 1.846
C 1.041 5.604 -0.276
C -2.245 0.810 4.848
C 3.230 1.527 -4.747
C 1.914 6.012 0.713
C 3.450 -0.762 0.657
C -4.050 -3.394 -3.310
C -2.580 0.005 0.097
C 1.928 1.713 -4.287
C -1.254 2.251 2.163
C -3.463 1.581 4.361
C 1.542 -2.100 -0.455
C -3.357 1.675 2.863
C 3.753 0.422 -4.066
C -1.281 0.163 4.186
C -3.306 -2.275 -2.642
C -3.730 0.363 0.681
C -1.166 0.366 0.465
C 1.148 -3.475 1.933
C -3.492 -1.868 -1.336
C 2.565 5.026 1.443
C -4.006 0.853 2.034
C -1.071 0.786 1.922
C 0.595 -3.135 -0.391
C 2.687 -1.094 -2.266
H 3.637 6.412 2.692
H -4.619 0.022 0.167
H 4.735 -0.011 -4.174
H -3.374 2.596 4.757
H 4.971 -2.029 1.561
H 4.508 4.914 2.304
H 0.497 6.322 -0.878
H -0.321 -4.610 0.851
H -2.190 0.716 5.928
H 4.964 -2.073 -0.197
H 3.195 4.878 3.469
H 2.083 7.062 0.911
H -0.216 -2.744 -2.324
H 0.739 -5.561 -1.632
H -0.547 -0.379 4.771
H 3.380 -0.100 -0.205
H -1.164 -3.877 -1.350
H 3.591 -1.667 -2.052
H -0.048 -5.119 -3.153
H 0.986 -3.995 2.869
H 5.623 -0.667 0.645
H 1.199 2.454 -4.571
H 1.517 -4.418 -2.732
H -0.501 -0.474 0.264
H -3.174 -2.911 -4.975
H -4.769 1.052 5.990
H 3.721 2.125 -5.497
H 3.345 -0.131 1.545
H -5.626 1.447 4.498
H 2.693 -2.220 2.719
H -4.798 -0.111 4.668
H -0.471 2.974 1.951
H -4.861 0.345 2.468
*
```

Atomic partial charges in e from the Löwdin method, atoms 1 to 6:
1. Pt 1.019
2. Cl 0.858
3. S 0.700
4. S 0.662
5. O 0.079
6. O 0.134